Record 1
C3H5NO | ωB97M-V/def2-TZVPD

## Properties
HOMO level   -9.2 eV
SMILES   O=C1CNC1

ORCA input file:
```
! RIJCOSX wB97M-V def2-TZVPD def2/J DEFGRID3
* xyz 0 1
O -0.900 -1.372 1.503
C -0.434 -0.609 0.708
C 0.922 0.103 0.548
N 0.423 0.710 -0.698
C -0.829 -0.075 -0.679
H 1.247 0.745 1.379
H 1.729 -0.612 0.332
H 0.414 1.717 -0.773
H -1.797 0.341 -0.977
H -0.774 -0.949 -1.342
*
```

Löwdin atomic charge list, values in e, 2 entries: 0.10, -0.36

Record 2
C14H19N3O4S | ωB97M-V/def2-TZVPD

## Properties
HOMO level   -9.2 eV
SMILES   CC(C)CCNC(=O)CCS(=O)(=O)c1cccc2nonc12

ORCA input file:
```
! RIJCOSX wB97M-V def2-TZVPD def2/J DEFGRID3
* xyz 0 1
C -3.228 -1.555 0.288
C -2.358 -0.300 0.245
C -2.138 0.219 1.666
C -2.993 0.776 -0.654
C -1.960 1.560 -1.469
N -1.001 2.258 -0.640
C 0.248 1.800 -0.441
O 0.677 0.799 -0.985
C 1.107 2.622 0.505
C 1.895 1.706 1.419
S 3.236 0.873 0.493
O 3.690 1.733 -0.566
O 4.219 0.466 1.465
C 2.606 -0.654 -0.220
C 3.103 -1.104 -1.402
C 2.687 -2.334 -1.976
C 1.766 -3.139 -1.376
C 1.235 -2.702 -0.146
N 0.335 -3.226 0.663
O 0.207 -2.381 1.678
N 0.992 -1.306 1.573
C 1.663 -1.452 0.448
H -2.770 -2.311 0.921
H -4.213 -1.321 0.688
H -3.349 -1.974 -0.709
H -1.388 -0.571 -0.184
H -3.091 0.476 2.124
H -1.501 1.100 1.670
H -1.661 -0.544 2.276
H -3.581 1.466 -0.045
H -3.672 0.305 -1.366
H -2.464 2.288 -2.111
H -1.385 0.873 -2.093
H -1.332 3.060 -0.127
H 1.823 3.179 -0.107
H 0.505 3.326 1.082
H 1.298 0.914 1.863
H 2.421 2.258 2.194
H 3.818 -0.485 -1.920
H 3.119 -2.625 -2.921
H 1.435 -4.071 -1.803
*
```

Löwdin atomic charge list, values in e, 2 entries: -0.08, -0.43

Record 3
C40H49Ge2InN3O7S2 | ωB97M-V/def2-TZVPD

## Properties
Expectation value of S²   0.759
HOMO level (alpha / beta)   -1.6 / -2.7 eV

ORCA input file:
```
! RIJCOSX wB97M-V def2-TZVPD def2/J DEFGRID3
* xyz -2 2
In 0.018 0.916 -0.035
O -3.209 2.153 -1.064
C -4.198 1.354 -0.460
C -3.747 -0.080 -0.143
N -2.486 -0.202 0.594
C -2.616 0.295 1.953
C -2.594 1.844 1.983
O -3.403 2.425 2.708
O -1.686 2.378 1.255
C -2.027 -1.594 0.534
C -1.636 -1.992 -0.904
O -2.045 -3.034 -1.397
O -0.820 -1.155 -1.457
H -2.652 2.470 -0.325
H -5.028 1.282 -1.168
H -4.562 1.840 0.449
H -3.637 -0.623 -1.083
H -4.564 -0.556 0.425
H -1.733 -0.016 2.521
H -3.518 -0.081 2.453
H -2.785 -2.291 0.913
H -1.120 -1.688 1.142
C 1.545 -2.823 -0.245
C 2.032 -3.333 1.118
C 0.849 -3.615 2.045
C 3.069 -2.379 1.698
C 4.354 -2.867 1.887
C 5.398 -2.054 2.301
C 5.168 -0.696 2.420
C 3.903 -0.155 2.225
C 3.784 1.359 2.145
C 4.547 1.860 0.911
C 4.276 2.056 3.415
C 2.799 -1.015 1.976
N 1.484 -0.555 1.930
H 0.789 -3.492 -0.663
H 2.377 -2.753 -0.950
H 1.103 -1.833 -0.140
H 2.553 -4.283 0.946
H 0.294 -2.700 2.231
H 1.187 -3.994 3.009
H 0.184 -4.352 1.586
H 4.541 -3.923 1.718
H 6.381 -2.467 2.493
H 5.998 -0.039 2.657
H 2.745 1.641 1.994
H 5.614 1.643 0.992
H 4.419 2.939 0.792
H 4.166 1.372 0.012
H 5.322 1.817 3.620
H 3.679 1.737 4.271
H 4.188 3.141 3.316
O 1.939 -2.256 7.134
S 0.730 -1.875 6.449
O -0.397 -2.755 6.624
N 0.998 -1.568 4.860
C 0.748 -0.322 4.586
S 0.956 0.462 3.075
C 0.359 0.545 5.727
C 0.127 1.915 5.752
C -0.153 2.512 6.973
C -0.200 1.762 8.144
C 0.021 0.390 8.115
C 0.292 -0.193 6.898
H 0.170 2.497 4.842
H -0.329 3.579 7.019
H -0.401 2.255 9.086
H -0.016 -0.206 9.017
C -2.975 3.957 -3.892
Ge -1.475 2.686 -4.315
C -1.193 3.174 -6.278
C 0.062 3.615 -3.431
Ge -1.135 0.232 -3.158
C 0.423 -0.549 -4.180
C 1.006 -1.761 -3.807
C 2.184 -2.199 -4.396
C 2.805 -1.429 -5.370
C 2.232 -0.227 -5.762
C 1.057 0.209 -5.163
C -2.713 -0.740 -3.936
C -3.916 -0.048 -4.073
C -5.062 -0.681 -4.531
C -5.024 -2.033 -4.846
C -3.833 -2.733 -4.715
C -2.687 -2.092 -4.267
H -2.756 4.915 -4.368
H -3.041 4.091 -2.813
H -3.938 3.596 -4.259
H -0.926 4.232 -6.333
H -2.116 3.012 -6.839
H -0.400 2.588 -6.744
H 0.086 4.677 -3.690
H 1.015 3.163 -3.714
H -0.047 3.520 -2.348
H 0.532 -2.352 -3.032
H 2.630 -3.137 -4.087
H 3.740 -1.754 -5.813
H 2.708 0.374 -6.529
H 0.626 1.159 -5.462
H -3.942 1.007 -3.815
H -5.986 -0.122 -4.638
H -5.922 -2.538 -5.183
H -3.803 -3.790 -4.952
H -1.763 -2.647 -4.165
*
```

Löwdin atomic charge list, values in e, 2 entries: 0.88, -0.11

Record 4
C7H10 | ωB97M-V/def2-TZVPD

## Properties
HOMO level   -9.0 eV
SMILES   C=C1CC=C[C@H]1C

ORCA input file:
```
! RIJCOSX wB97M-V def2-TZVPD def2/J DEFGRID3
* xyz 0 1
C -0.504 2.032 -0.031
C 0.210 0.923 -0.151
C 1.614 0.675 0.340
C 1.899 -0.751 -0.109
C 0.790 -1.307 -0.588
C -0.448 -0.477 -0.591
C -1.516 -1.008 0.375
H -1.545 2.142 -0.373
H -0.049 2.918 0.278
H 1.512 0.721 1.540
H 2.293 1.361 -0.215
H 2.933 -1.171 -0.137
H 0.671 -2.292 -1.149
H -0.956 -0.315 -1.488
H -2.090 -0.283 0.962
H -0.967 -1.708 1.055
H -2.199 -1.594 -0.298
*
```

Löwdin atomic charge list, values in e, 2 entries: 0.03, -0.27

Record 5
C29H32HfN7OS2 | ωB97M-V/def2-TZVPD

## Properties
HOMO level   -8.1 eV

ORCA input file:
```
! RIJCOSX wB97M-V def2-TZVPD def2/J DEFGRID3
* xyz 1 1
Hf -0.321 -0.011 -0.157
C 2.681 -1.124 -0.017
N 1.380 -1.484 0.590
C 0.965 -2.871 0.314
C -0.536 -3.005 0.248
C -1.097 -4.230 -0.013
C -2.483 -4.318 -0.179
C -3.237 -3.173 -0.053
C -2.601 -1.963 0.203
N -1.263 -1.877 0.393
C 1.373 -1.274 2.058
C 1.882 0.093 2.416
C 2.598 0.312 3.582
C 3.013 1.603 3.876
C 2.720 2.613 2.974
C 2.020 2.294 1.822
N 1.593 1.063 1.548
C 2.625 0.086 -0.935
C 3.789 0.509 -1.555
C 3.771 1.652 -2.336
C 2.574 2.341 -2.483
C 1.450 1.847 -1.857
N 1.467 0.744 -1.094
H 3.083 -1.970 -0.577
H 3.413 -0.908 0.763
H 1.368 -3.560 1.065
H 1.349 -3.189 -0.652
H -0.461 -5.100 -0.111
H -2.946 -5.270 -0.396
H -4.312 -3.193 -0.162
H -3.171 -1.065 0.376
H 1.978 -2.035 2.564
H 0.345 -1.364 2.421
H 2.818 -0.516 4.242
H 3.558 1.810 4.787
H 3.026 3.633 3.160
H 1.787 3.055 1.087
H 4.707 -0.048 -1.417
H 4.674 2.000 -2.818
H 2.516 3.238 -3.081
H 0.493 2.342 -1.961
C -1.976 5.484 -1.015
S -3.259 4.213 -0.793
C -2.238 2.783 -0.711
S -0.963 2.715 0.555
N -2.541 1.781 -1.438
N -1.847 0.626 -1.363
C -2.396 -0.437 -2.078
C -1.531 -1.420 -2.488
C -1.925 -2.510 -3.327
C -0.982 -3.341 -3.830
C 0.390 -3.095 -3.525
C 0.701 -2.081 -2.670
N -0.210 -1.281 -2.063
H -2.446 6.452 -0.865
H -1.570 5.417 -2.022
H -1.196 5.335 -0.272
H -3.410 -0.349 -2.442
H -2.977 -2.615 -3.563
H -1.254 -4.164 -4.479
H 1.171 -3.689 -3.978
H 1.745 -1.872 -2.452
C -1.038 1.779 3.643
O -0.795 0.884 2.552
C -1.537 1.044 1.370
C -3.030 1.147 1.651
H -1.165 2.800 3.280
H -0.162 1.736 4.288
H -1.920 1.475 4.208
H -3.321 0.316 2.299
H -3.614 1.101 0.736
H -3.293 2.081 2.155
*
```

Löwdin atomic charge list, values in e, 2 entries: 1.55, -0.09

Record 6
C48H34BrCl5N3O3S2Ta | ωB97M-V/def2-TZVPD

## Properties
HOMO level   -17.6 eV

ORCA input file:
```
! RIJCOSX wB97M-V def2-TZVPD def2/J DEFGRID3
* xyz 4 1
Ta -1.404 -1.525 -0.951
C -2.878 -1.472 7.322
C -2.413 -1.117 5.946
C -1.601 -2.005 5.220
C -1.160 -1.701 3.952
C -1.557 -0.485 3.385
C -2.393 0.402 4.065
C -2.798 0.084 5.348
S -1.064 0.070 1.823
O -1.252 -1.350 0.923
C 0.660 0.417 1.869
C 1.453 -0.033 2.956
C 2.704 0.476 3.126
C 3.213 1.480 2.265
C 4.488 2.046 2.477
C 4.956 3.025 1.646
C 4.164 3.491 0.570
C 2.930 2.960 0.335
C 2.420 1.932 1.173
C 1.143 1.362 0.952
C 0.357 1.756 -0.241
C -0.691 2.591 -0.253
C -1.289 3.273 0.880
C -2.583 3.609 0.822
C -3.390 3.321 -0.368
C -2.858 2.855 -1.499
C -1.374 2.637 -1.625
C 0.673 3.349 -2.992
C 1.284 2.250 -2.578
C 0.560 1.268 -1.686
S 1.352 -0.311 -2.145
O 0.518 -1.320 -1.225
C 2.990 -0.465 -1.649
C 3.892 -0.471 -2.722
C 5.243 -0.572 -2.456
C 5.706 -0.701 -1.145
C 7.166 -0.849 -0.860
C 4.772 -0.735 -0.094
C 3.423 -0.613 -0.326
H -2.135 -2.065 7.852
H -3.789 -2.073 7.258
H -3.110 -0.585 7.908
H -1.309 -2.944 5.674
H -0.530 -2.394 3.409
H -2.710 1.330 3.603
H -3.431 0.773 5.893
H 1.059 -0.739 3.670
H 3.311 0.141 3.958
H 5.083 1.706 3.316
H 5.929 3.463 1.819
H 4.539 4.290 -0.056
H 2.317 3.353 -0.465
H -0.681 3.484 1.752
H -3.058 4.113 1.653
H -4.448 3.544 -0.329
H -3.468 2.731 -2.386
H 1.184 4.084 -3.604
H 2.322 2.064 -2.831
H 3.539 -0.389 -3.744
H 5.950 -0.565 -3.275
H 7.776 -0.433 -1.659
H 7.415 -1.910 -0.773
H 7.437 -0.375 0.082
H 5.128 -0.865 0.921
H 2.715 -0.680 0.488
Cl -2.899 3.430 -6.043
C -1.929 2.989 -4.693
C -1.630 1.539 -4.617
Cl -1.795 0.675 -6.086
C -1.291 0.825 -3.525
Cl -1.295 -0.964 -3.671
C -0.964 1.234 -2.128
O -1.628 0.284 -1.279
C -0.723 3.708 -2.564
Cl -0.511 5.198 -1.596
C -1.583 3.954 -3.811
Cl -2.086 5.546 -4.098
N -5.604 -1.527 -1.701
C -5.559 -2.781 -1.127
C -4.264 -3.004 -0.819
N -3.513 -1.886 -1.201
C -4.384 -1.015 -1.732
H -6.438 -1.070 -2.047
H -6.438 -3.389 -0.995
H -3.824 -3.872 -0.361
H -4.137 -0.038 -2.115
Br -1.017 -6.787 1.202
C -0.962 -5.789 -0.371
C -0.736 -6.384 -1.610
C -0.704 -5.586 -2.745
C -0.898 -4.226 -2.627
N -1.127 -3.646 -1.431
C -1.149 -4.422 -0.319
H -0.587 -7.454 -1.681
H -0.529 -6.018 -3.720
H -0.874 -3.586 -3.497
H -1.319 -3.933 0.636
*
```

Löwdin atomic charge list, values in e, 2 entries: 1.79, -0.01

Record 7
C5H10F3N3OP | ωB97M-V/def2-TZVPD

## Properties
HOMO level   -3.2 eV

ORCA input file:
```
! RIJCOSX wB97M-V def2-TZVPD def2/J DEFGRID3
* xyz -1 1
N 2.645 1.838 0.053
P 1.615 0.693 -0.425
N 0.740 0.128 0.847
C -0.714 0.256 0.736
C -1.239 1.674 0.390
O -2.121 2.123 1.439
C -2.117 1.668 -0.870
F -1.680 0.906 -1.837
F -3.321 1.203 -0.546
F -2.315 2.885 -1.343
H 3.595 1.561 -0.180
H 2.345 -0.301 -1.076
H 0.776 1.295 -1.408
H -1.181 -0.499 0.075
H -1.116 0.042 1.728
H -0.453 2.422 0.314
H -1.597 2.738 1.960
C 0.656 -3.699 0.225
C 1.755 -2.943 -0.365
N 2.593 -2.333 -0.836
H 0.981 -4.714 0.449
H 0.334 -3.210 1.143
H -0.180 -3.736 -0.471
*
```

Löwdin atomic charge list, values in e, 2 entries: -0.38, 0.44

Record 8
C2H5N3S | ωB97M-V/def2-TZVPD

## Properties
HOMO level (alpha / beta)   -20.7 / -20.7 eV
SMILES   [NH+]#S1=C[NH+]=CN1

ORCA input file:
```
! RIJCOSX wB97M-V def2-TZVPD def2/J DEFGRID3
* xyz 2 1
N -1.909 0.741 -0.692
S -1.713 -0.292 0.353
C -0.340 0.807 0.795
N 0.807 0.257 0.305
C 0.843 -1.076 0.185
N -0.320 -1.630 0.111
H -1.741 1.461 -1.382
H -0.407 1.870 1.018
H 1.793 0.685 0.072
H 1.833 -1.434 0.001
H -0.312 -2.587 -0.306
*
```

Löwdin atomic charge list, values in e, 2 entries: -0.15, 1.24

Energy above the lowest of the compared OMol25 structures with the same formula, charge and spin, respectively: 147.5, 278.1, 74.0, 187.0, 128.3, 341.6, 0.0, 317.6 kJ/mol.
Molecular weight, respectively: 71.08, 325.39, 1008.02, 94.16, 737.25, 1203.07, 216.12, 103.15 g mol⁻¹.